Record 1
Density functional theory data (ωB97M-V/def2-TZVPD) for a single C4H6S molecule at a distorted geometry.

The value obtained for the HOMO energy is -8.496 eV. As for the molecular weight: 86.2 g/mol. The value obtained for the HOMO-LUMO gap is 9.4 eV.

Cartesian coordinates (Å):
C (-0.75243, 1.31695, 0.12880)
C (0.78779, 0.73093, -0.05330)
C (0.86912, -0.58834, -0.00090)
H (1.65511, 1.49670, -0.66223)
C (-0.26354, -1.47905, 0.07695)
S (-1.58320, -0.23880, -0.16647)
H (-0.41510, -1.84917, 1.06761)
H (-0.28200, -2.25950, -0.74739)
H (-0.66018, 2.19848, -0.75849)
H (1.72189, -1.03333, -0.16105)
H (-1.07745, 1.70514, 1.27646)

Record 2
Density functional theory data (ωB97M-V/def2-TZVPD) for a single C4H6S molecule at a distorted geometry.

The value obtained for the HOMO energy is -8.593 eV. As for the molecular weight: 86.2 g/mol. The value obtained for the HOMO-LUMO gap is 8.2 eV.

Cartesian coordinates (Å):
S (1.09129, -0.79925, -0.64377)
H (-0.02854, -1.03723, 1.11767)
C (-0.40300, -1.57172, 0.16726)
H (-2.37040, 1.54701, -0.75116)
H (2.32994, 0.92459, -0.36325)
H (1.07938, 1.10429, 1.33664)
C (-1.62733, -0.81720, -0.29182)
H (-0.17819, -2.84088, 0.21445)
H (0.68364, 1.79662, -0.40906)
C (-1.86896, 0.71282, -0.46447)
C (1.29217, 0.98094, 0.08752)

Record 3
Density functional theory data (ωB97M-V/def2-TZVPD) for 2 unconnected molecules or ions with the total composition C4H6S2 at a distorted geometry.

The value obtained for the HOMO energy is -8.833 eV. As for the molecular weight: 118.2 g/mol. The value obtained for the HOMO-LUMO gap is 9.0 eV.

Cartesian coordinates (Å):
C (-2.54786, -1.75519, -1.39464)
H (-1.13926, 2.36216, 0.35362)
H (-3.13678, -2.69415, -1.39982)
H (1.06268, 1.17404, 0.88118)
C (-1.74503, 0.35141, -0.05635)
S (2.32785, 0.88743, 1.18137)
C (-0.96847, 1.42806, -0.23747)
H (-2.00237, -1.58818, -2.31051)
S (-2.96106, -0.25758, 1.01301)
C (-2.26168, -0.96181, -0.39629)
H (2.69588, 2.05664, 0.39150)
H (-0.15605, 1.38917, -0.99742)

Record 4
Density functional theory data (ωB97M-V/def2-TZVPD) for a single C4H6S2 molecule at a distorted geometry.

The value obtained for the HOMO energy is -8.495 eV. As for the molecular weight: 118.2 g/mol. The value obtained for the HOMO-LUMO gap is 9.4 eV.

Cartesian coordinates (Å):
C (-0.76208, 0.75075, 0.17404)
H (1.07880, -1.62370, 0.83513)
H (0.50251, 2.21244, -0.74896)
H (-1.24170, -1.25025, 0.97900)
C (0.57144, 1.32913, -0.12613)
H (0.62573, -2.24015, -0.74878)
S (1.51375, 0.01763, -0.99012)
C (0.62255, -1.30815, -0.12045)
H (0.95996, 1.62511, 0.82305)
S (-1.68103, -0.03608, -1.12047)
H (-1.46753, 1.24270, 0.83533)
C (-0.72240, -0.71943, 0.20836)

Record 5
Density functional theory data (ωB97M-V/def2-TZVPD) for a single C4H6S3 molecule at a distorted geometry.

The value obtained for the HOMO energy is -8.825 eV. As for the molecular weight: 150.3 g/mol. The value obtained for the HOMO-LUMO gap is 7.6 eV.

Cartesian coordinates (Å):
H (-1.40260, -0.15475, -1.26041)
H (1.57594, 0.60786, -1.01618)
C (0.72299, 0.11244, -1.45025)
H (-0.86795, 1.51045, -1.11327)
C (-0.50953, 0.43901, 0.62616)
S (0.93467, -1.17417, 2.36053)
H (0.73108, 0.38448, -2.50267)
H (0.89371, -0.98019, -1.37652)
H (0.98097, -0.00171, 2.89912)
S (-1.48296, -2.09792, 0.87574)
C (-0.60265, 0.50318, -0.87642)
C (-0.39562, -0.93527, 1.32880)
S (-0.57805, 1.78659, 1.50537)

Record 6
Density functional theory data (ωB97M-V/def2-TZVPD) for 2 unconnected molecules or ions with the total composition C4H7BO2 at a distorted geometry.

The value obtained for the HOMO energy is -8.664 eV. As for the molecular weight: 97.9 g/mol. The value obtained for the HOMO-LUMO gap is 9.3 eV.

Cartesian coordinates (Å):
B (0.08228, -0.12331, 0.04915)
H (-1.82467, -0.31724, 2.33155)
C (1.87681, 1.07020, -1.24348)
H (-2.61672, -1.06440, 0.21725)
H (-1.64125, -2.54219, 0.31938)
H (2.65451, 0.30710, -1.21273)
C (1.82396, 2.21656, -1.88865)
H (2.83947, 2.57760, -2.28974)
H (-0.69340, -1.68415, 2.41172)
C (-1.06956, -0.91338, 1.81271)
C (-1.68978, -1.49466, 0.49391)
O (-0.76667, -1.02970, -0.51306)
H (1.04008, 3.07948, -1.87576)
O (-0.01506, -0.08191, 1.38775)

Record 7
Density functional theory data (ωB97M-V/def2-TZVPD) for a molecular structure, C4H7Br3O at a distorted geometry.

The value obtained for the HOMO energy (alpha / beta) is -7.635 / -7.966 eV. As for the molecular weight: 310.8 g/mol. The value obtained for the HOMO-LUMO gap (alpha / beta) is 7.3 / 8.2 eV.

Cartesian coordinates (Å):
C (-0.38306, 0.08164, 0.90813)
H (0.66139, 0.00182, 2.77069)
H (-0.53171, 1.16571, 0.92628)
H (1.19788, 1.21108, -2.50039)
H (-1.08211, -0.25177, 2.92971)
C (0.73794, -0.23675, -0.01819)
Br (2.32851, 0.77385, 0.41452)
C (-0.21088, -0.46632, 2.31490)
C (0.32829, 0.58108, -2.44047)
Br (-2.04672, -0.64357, 0.10920)
H (-1.58432, 0.63844, -2.29476)
O (-0.81778, 1.23191, -2.35179)
H (-0.05635, -1.54445, 2.29044)
Br (1.09933, -2.10270, -0.27151)
H (0.35959, -0.43996, -2.78676)

Record 8
Density functional theory data (ωB97M-V/def2-TZVPD) for 2 unconnected molecules or ions with the total composition C4H7BrCl2OS.

The value obtained for the HOMO energy is -9.069 eV. As for the molecular weight: 254.0 g/mol. The value obtained for the HOMO-LUMO gap is 9.5 eV.

Cartesian coordinates (Å):
O (0.93894, 1.51639, 1.46462)
H (3.00890, -0.54102, -0.86455)
Br (-2.63870, -1.59663, -0.48556)
C (2.68932, -0.85059, 0.13103)
H (1.73357, 2.05150, 1.34275)
C (1.18022, -0.86091, 0.24918)
C (-3.03598, 1.05887, -1.33167)
S (0.50983, 0.81749, 0.01941)
Cl (3.33849, -2.49337, 0.41065)
H (-2.82949, 0.68723, -2.32040)
Cl (-3.33787, 0.74327, 1.32511)
H (-3.24292, 2.10641, -1.22729)
C (-3.03198, 0.24832, -0.29058)
H (0.85690, -1.21999, 1.22544)
H (3.13950, -0.20207, 0.88308)
H (0.72126, -1.46490, -0.53124)

Record 9
Density functional theory data (ωB97M-V/def2-TZVPD) for a molecular structure, C4H7BrN at a distorted geometry.

The value obtained for the HOMO energy is -14.576 eV. As for the molecular weight: 149.0 g/mol. The value obtained for the HOMO-LUMO gap is 10.1 eV. The charge is +1.

Cartesian coordinates (Å):
C (0.35605, -0.35165, -1.05628)
C (-1.70293, 0.90184, 0.79868)
H (1.06384, 1.60693, -1.04652)
C (-0.79305, -0.17351, 1.39592)
N (-0.11001, 0.16783, 0.16895)
H (-0.32943, -0.08844, -1.79320)
Br (-1.49962, 2.67672, 0.93690)
H (-0.98365, -1.20258, 1.50014)
H (-0.20090, 0.26730, 2.30683)
H (-2.48863, 0.51542, 0.23169)
H (2.07751, 0.64047, 0.11769)
C (1.10808, 0.76266, -0.38845)
H (0.41069, -1.42435, -1.00205)

Record 10
Density functional theory data (ωB97M-V/def2-TZVPD) for 2 unconnected molecules or ions with the total composition C4H7BrN at a distorted geometry.

The value obtained for the HOMO energy (alpha / beta) is -15.176 / -13.637 eV. As for the molecular weight: 149.0 g/mol. The value obtained for the HOMO-LUMO gap (alpha / beta) is 9.3 / 6.2 eV. The charge is +1.

Cartesian coordinates (Å):
H (0.09194, 1.76597, 1.02669)
C (-0.05705, -0.63385, 0.65184)
N (0.40516, 0.15197, -0.21758)
H (0.85581, -1.35097, -1.34419)
H (0.48891, -1.95955, 2.18282)
H (1.32806, 0.35480, -2.18564)
C (1.03342, -0.23449, -1.33132)
C (-0.26927, -1.54514, 1.51035)
Br (-2.93262, -0.39996, -0.98978)
C (0.12130, 1.60749, -0.05663)
H (-1.23517, -1.99680, 1.63261)
H (0.98276, 2.19060, -0.33221)
H (-0.81325, 2.04991, -0.54696)

Record 11
Density functional theory data (ωB97M-V/def2-TZVPD) for 2 unconnected molecules or ions with the total composition C4H7BrN3O at a distorted geometry.

The value obtained for the HOMO energy is -13.436 eV. As for the molecular weight: 193.0 g/mol. The value obtained for the HOMO-LUMO gap is 8.0 eV. The charge is +1.

Cartesian coordinates (Å):
C (0.00957, -0.46048, 0.38233)
C (-0.93880, -0.25095, -0.50814)
O (1.94743, -0.47013, 3.21566)
H (-0.80967, 3.25656, -1.95864)
N (1.57523, -2.00101, 1.47499)
H (-1.59983, 0.61857, -0.70192)
C (1.37891, -0.74745, 2.19915)
H (0.26030, 0.94399, 1.88746)
H (-2.29246, 2.99763, -1.99851)
C (0.95210, -1.98323, 0.34462)
H (-1.41581, 2.38917, -3.12158)
N (-1.46118, 2.54278, -2.14223)
H (2.15506, -2.75105, 1.80967)
N (0.49137, 0.02182, 1.51206)
Br (0.86474, -3.13712, -1.03224)
H (-1.11696, -0.96910, -1.36267)

Record 12
Density functional theory data (ωB97M-V/def2-TZVPD) for a single C4H7BrN4 molecule at a distorted geometry.

The value obtained for the HOMO energy (alpha / beta) is -8.645 / -8.646 eV. As for the molecular weight: 191.0 g/mol. The value obtained for the HOMO-LUMO gap (alpha / beta) is 8.5 / 8.5 eV.

Cartesian coordinates (Å):
H (-1.87667, 0.31064, 1.36680)
N (-1.11733, 1.08400, 1.45885)
Br (-0.31529, 0.19220, 3.36383)
C (-0.29050, -2.22711, -1.60704)
H (1.29251, 2.24081, -0.39048)
H (-0.58098, -3.19997, -1.97229)
N (-0.30110, 1.07323, 0.48324)
H (-2.16120, -1.00495, -0.97171)
H (0.21213, 2.84726, 1.00606)
C (-0.12175, -0.37152, -0.54784)
C (-1.08541, -1.20938, -1.02935)
H (2.02102, -0.47244, -0.75429)
N (0.98911, -1.97212, -1.54361)
H (1.44629, 1.59298, 1.36014)
C (0.77668, 2.03336, 0.59625)
N (1.11248, -0.91698, -0.81856)